Entry 1:
This record from the Open Molecules 2025 dataset describes a cluster of 7 separate species, C42H38N4O8 in total. The level of theory is ωB97M-V/def2-TZVPD.

Bonds (Å) are listed after each position.
Cartesian coordinates (Å):
1 C -4.40444 5.24153 -2.82741  C2 1.325, C6 1.412, H7 1.080
2 C -4.40238 4.99924 -1.52459  C1 1.325, C3 1.397, H8 1.080
3 C -3.47185 4.12064 -0.96487  C2 1.397, C4 1.425, H9 1.080
4 C -2.64306 3.36150 -1.84045  C3 1.425, C5 1.395, H10 1.080
5 C -2.65600 3.62968 -3.20887  C4 1.395, C6 1.386, H11 1.080
6 C -3.59098 4.51409 -3.72367  C1 1.412, C5 1.386, H12 1.080
7 H -5.17903 5.80212 -3.32956  C1 1.080
8 H -5.11961 5.57575 -0.95924  C2 1.080
9 H -3.67504 3.94753 0.08162  C3 1.080
10 H -1.83295 2.68558 -1.60962  C4 1.080
11 H -1.92264 3.22595 -3.89119  C5 1.080
12 H -3.54653 4.64011 -4.79537  C6 1.080
13 C 1.00209 -0.16089 -0.46170  C14 1.386, C18 1.407, H19 1.080
14 C 0.20123 0.88017 -0.01837  C13 1.386, C15 1.451, H20 1.080
15 C -0.79986 0.64355 1.00452  C14 1.451, C16 1.356, H21 1.080
16 C -0.91087 -0.55623 1.62683  C15 1.356, C17 1.383, H22 1.080
17 C 0.00422 -1.52578 1.25744  C16 1.383, C18 1.453, H23 1.080
18 C 0.93477 -1.42789 0.14641  C13 1.407, C17 1.453, H24 1.080
19 H 1.74973 -0.01794 -1.22786  C13 1.080
20 H 0.27380 1.88458 -0.40862  C14 1.080
21 H -1.50055 1.44300 1.19508  C15 1.080
22 H -1.64021 -0.77477 2.39280  C16 1.080
23 H 0.11019 -2.36833 1.92474  C17 1.080
24 H 1.55664 -2.19217 -0.29579  C18 1.080
25 C 4.58176 4.94998 -2.43306  C26 1.364, C30 1.389, H31 1.080
26 C 4.32462 3.81784 -1.71619  C25 1.364, C27 1.380, H32 1.080
27 C 3.08834 3.20481 -1.73528  C26 1.380, C28 1.352, H33 1.080
28 C 2.20235 3.56636 -2.69102  C27 1.352, C29 1.445, H34 1.080
29 C 2.49179 4.65789 -3.59263  C28 1.445, C30 1.350, H35 1.080
30 C 3.66637 5.29974 -3.41772  C25 1.389, C29 1.350, H36 1.080
31 H 5.45190 5.53387 -2.17169  C25 1.080
32 H 5.01629 3.41650 -0.99031  C26 1.080
33 H 2.76803 2.39379 -1.09808  C27 1.080
34 H 1.17863 3.22270 -2.70801  C28 1.080
35 H 1.73045 5.05288 -4.24893  C29 1.080
36 H 3.91615 6.14351 -4.04387  C30 1.080
37 C -6.42827 -6.73854 2.94514  C38 1.389, C42 1.398, H46 1.080
38 C -5.09835 -6.71592 2.54335  C37 1.389, C39 1.377, H47 1.080
39 C -4.43139 -5.51180 2.52840  C38 1.377, C40 1.367, H48 1.080
40 C -4.95047 -4.35560 3.04167  C39 1.367, C41 1.403, N43 1.507
41 C -6.28025 -4.39441 3.48811  C40 1.403, C42 1.390, H49 1.080
42 C -7.04690 -5.54089 3.31727  C37 1.398, C41 1.390, H50 1.080
43 N -4.11841 -3.10335 3.15156  C40 1.507, O44 1.267, O45 1.221
44 O -4.61911 -2.06677 3.67979  N43 1.267
45 O -2.94991 -3.18115 2.80761  N43 1.221
46 H -7.08193 -7.58991 2.82564  C37 1.080
47 H -4.60133 -7.56992 2.10737  C38 1.080
48 H -3.43614 -5.52437 2.10923  C39 1.080
49 H -6.71034 -3.43682 3.74197  C41 1.080
50 H -8.10176 -5.50489 3.54610  C42 1.080
51 C 3.58774 0.41440 -3.71126  C52 1.399, C56 1.427, H60 1.080
52 C 4.15317 0.03897 -2.48795  C51 1.399, C53 1.366, H61 1.080
53 C 3.89235 -1.20870 -1.99776  C52 1.366, C54 1.399, H62 1.080
54 C 3.33237 -2.20535 -2.80480  C53 1.399, C55 1.423, N57 1.439
55 C 3.02631 -1.91711 -4.16453  C54 1.423, C56 1.402, H63 1.080
56 C 3.03737 -0.57680 -4.57726  C51 1.427, C55 1.402, H64 1.080
57 N 3.24386 -3.58274 -2.39712  C54 1.439, O58 1.194, O59 1.230
58 O 3.16009 -4.50275 -3.15306  N57 1.194
59 O 3.28123 -3.72319 -1.17610  N57 1.230
60 H 3.59052 1.44500 -4.03418  C51 1.080
61 H 4.60810 0.83105 -1.91170  C52 1.080
62 H 4.35895 -1.62379 -1.11663  C53 1.080
63 H 2.62393 -2.61792 -4.88102  C55 1.080
64 H 2.54274 -0.40148 -5.52119  C56 1.080
65 C 4.08040 6.91945 2.04933  C66 1.396, C70 1.374, H74 1.080
66 C 3.57110 7.08318 0.76002  C65 1.396, C67 1.323, H75 1.080
67 C 2.48708 6.42769 0.37900  C66 1.323, C68 1.381, H76 1.080
68 C 1.82361 5.56122 1.22592  C67 1.381, C69 1.431, N71 1.496
69 C 2.24127 5.54919 2.59419  C68 1.431, C70 1.379, H77 1.080
70 C 3.42289 6.14745 2.97697  C65 1.374, C69 1.379, H78 1.080
71 N 0.88485 4.52717 0.68960  C68 1.496, O72 1.272, O73 1.250
72 O 0.38880 4.81808 -0.44459  N71 1.272
73 O 0.57373 3.58354 1.44756  N71 1.250
74 H 4.84563 7.55421 2.47110  C65 1.080
75 H 4.08254 7.65307 -0.00159  C66 1.080
76 H 2.05031 6.60070 -0.59347  C67 1.080
77 H 1.67088 4.88452 3.22606  C69 1.080
78 H 3.84076 6.02878 3.96575  C70 1.080
79 C -0.75362 -7.53911 0.86165  C80 1.330, C84 1.404, H88 1.080
80 C -0.04677 -6.42551 0.69398  C79 1.330, C81 1.382, H89 1.080
81 C 0.16099 -5.74290 1.87742  C80 1.382, C82 1.366, H90 1.080
82 C -0.36788 -6.06665 3.09419  C81 1.366, C83 1.439, N85 1.502
83 C -1.16539 -7.25333 3.25318  C82 1.439, C84 1.384, H91 1.080
84 C -1.41077 -7.89251 2.05082  C79 1.404, C83 1.384, H92 1.080
85 N -0.19693 -5.23790 4.33502  C82 1.502, O86 1.194, O87 1.279
86 O -0.76105 -5.44215 5.36791  N85 1.194
87 O 0.66219 -4.29080 4.30699  N85 1.279
88 H -0.96372 -8.13543 -0.01394  C79 1.080
89 H 0.36581 -6.25146 -0.28881  C80 1.080
90 H 0.84609 -4.91047 1.81331  C81 1.080
91 H -1.73027 -7.43357 4.15585  C83 1.080
92 H -2.14003 -8.68261 2.15245  C84 1.080

**Highest occupied orbital energy**: -8.38 eV
**Charge**: 0
**Structure (SMILES)**: O=[N+]([O-])c1ccccc1.O=[N+]([O-])c1ccccc1.O=[N+]([O-])c1ccccc1.O=[N+]([O-])c1ccccc1.c1ccccc1.c1ccccc1.c1ccccc1
**DFT total energy**: -2443.6781 Ha

These are the Löwdin partial charges, in e, on atoms 1 to 6: C -0.12; C -0.13; C -0.06; C -0.07; C -0.11; C -0.08



Entry 2:
This record from the Open Molecules 2025 dataset describes the molecule C20H15ClFN5O. The level of theory is ωB97M-V/def2-TZVPD.

Bonds (Å) are listed after each position.
Cartesian coordinates (Å):
1 O -2.67968 1.24719 0.63445  C6 1.240
2 F -3.52236 2.43438 -3.11685  C19 1.362
3 Cl 0.65499 0.10418 -4.74710  C20 1.699
4 N 3.60552 -0.37283 -1.44712  C7 1.297, N23 1.373
5 N 5.51859 -3.00791 1.26389  C8 1.304, N24 1.394
6 C -2.62199 2.00942 -0.34223  O1 1.240, C21 1.390, N25 1.389
7 C 2.74143 0.24900 -2.18832  N4 1.297, C12 1.416, H29 1.017
8 C 4.98288 -2.19825 0.39267  N5 1.304, C15 1.497, H30 1.113
9 C 2.10410 -3.73998 3.44456  C10 1.412, C11 1.389, H31 1.125
10 C 1.95277 -2.89146 2.32657  C9 1.412, C16 1.461, H32 1.117
11 C 3.22055 -4.53633 3.66756  C9 1.389, C13 1.337, H33 1.076
12 C 1.43587 -0.00244 -1.69995  C7 1.416, C14 1.353, C22 1.526
13 C 4.28951 -4.36839 2.88264  C11 1.337, N24 1.381, H34 1.104
14 C 1.53457 -0.72447 -0.56006  C12 1.353, N23 1.397, H35 1.061
15 C 3.52093 -1.89239 0.49259  C8 1.497, C16 1.350, N23 1.469
16 C 3.16431 -2.66082 1.54356  C10 1.461, C15 1.350, N24 1.434
17 C -1.65714 1.22357 -3.82579  C19 1.411, C20 1.406, H36 1.133
18 C -0.74173 0.99302 -1.17415  C21 1.383, C22 1.410, H37 1.136
19 C -2.38964 1.77150 -2.75096  F2 1.362, C17 1.411, C21 1.354
20 C -0.38957 0.68537 -3.53985  Cl3 1.699, C17 1.406, C22 1.429
21 C -1.95129 1.58678 -1.48362  C6 1.390, C18 1.383, C19 1.354
22 C 0.12496 0.58849 -2.21060  C12 1.526, C18 1.410, C20 1.429
23 N 2.91044 -0.87661 -0.37519  N4 1.373, C14 1.397, C15 1.469
24 N 4.34263 -3.39456 1.90465  N5 1.394, C13 1.381, C16 1.434
25 N -3.36677 3.18128 -0.32297  C6 1.389, C28 1.447, H38 1.047
26 C -5.48092 3.96235 0.43071  C27 1.557, C28 1.529, H39 1.079, H40 1.053
27 C -5.21788 2.65307 1.23213  C26 1.557, C28 1.503, H41 1.093, H42 1.151
28 C -4.07478 3.56309 0.87993  N25 1.447, C26 1.529, C27 1.503, H43 1.031
29 H 3.04870 0.73176 -3.02854  C7 1.017
30 H 5.54038 -1.64325 -0.39491  C8 1.113
31 H 1.18054 -3.95853 4.04888  C9 1.125
32 H 1.03519 -2.36922 1.96249  C10 1.117
33 H 3.22952 -5.34258 4.37933  C11 1.076
34 H 5.23849 -4.89941 3.07312  C13 1.104
35 H 0.73460 -1.21527 -0.06524  C14 1.061
36 H -1.77156 1.39305 -4.93992  C17 1.133
37 H -0.35817 0.96424 -0.10558  C18 1.136
38 H -3.67668 3.53137 -1.25923  N25 1.047
39 H -5.78335 3.98530 -0.60489  C26 1.079
40 H -5.94776 4.75587 0.94076  C26 1.053
41 H -5.40301 1.70651 0.71739  C27 1.093
42 H -5.46509 2.64836 2.35590  C27 1.151
43 H -3.61206 4.12555 1.60926  C28 1.031

**Highest occupied orbital energy**: -7.77 eV
**Charge**: 0
**Structure (SMILES)**: O=C(NC1CC1)c1cc(-c2cnn(-c3cnn4ccccc34)c2)c(Cl)cc1F
**DFT total energy**: -1680.0747 Ha
**ΔE to the lowest compared entry with this formula, charge and spin**: 159.3 kJ/mol

These are the natural (NBO) partial charges, in e, on atoms 1 to 6: O -0.61; F -0.33; Cl 0.04; N -0.23; N -0.25; C 0.66



Entry 3:
This record from the Open Molecules 2025 dataset describes a cluster of 4 separate species, C16H42BO5S2 in total. The level of theory is ωB97M-V/def2-TZVPD.

Bonds (Å) are listed after each position.
Cartesian coordinates (Å):
1 C 7.18986 -0.81756 1.83770  C2 1.660, H10 1.191, H11 1.190, H12 1.170
2 C 6.18475 -1.31176 0.61230  C1 1.660, S3 1.895, H13 1.190, H14 1.194
3 S 5.36834 0.13887 -0.29258  C2 1.895, C4 1.906
4 C 4.81075 1.32204 1.09442  S3 1.906, S5 1.873, H15 1.188, H16 1.190
5 S 3.08453 1.99781 0.82681  C4 1.873, B6 1.916, H17 1.432
6 B 1.75781 0.64090 1.08919  S5 1.916, O7 1.494, O8 1.476
7 O 1.00359 0.75372 2.37363  B6 1.494, H18 1.002
8 O 1.52412 -0.37714 0.04607  B6 1.476, C9 1.471
9 C 1.15434 -1.68485 0.60860  O8 1.471, H19 1.192, H20 1.185, H21 1.182
10 H 8.12259 -1.54802 1.95929  C1 1.191
11 H 6.57837 -0.93574 2.85216  C1 1.190
12 H 7.50462 0.29926 1.68498  C1 1.170
13 H 5.37407 -2.07002 1.04039  C2 1.190
14 H 6.89142 -1.83067 -0.19796  C2 1.194
15 H 4.95054 0.84396 2.17260  C4 1.188
16 H 5.58990 2.22091 1.05508  C4 1.190
17 H 2.92316 2.96733 1.86796  S5 1.432
18 H 1.05172 -0.09759 2.89977  O7 1.002
19 H 1.98638 -2.15587 1.32032  C9 1.192
20 H 0.16558 -1.67232 1.26193  C9 1.185
21 H 0.98437 -2.46240 -0.26550  C9 1.182
22 C -4.87448 0.58707 1.71810  C23 1.519, H27 1.094, H28 1.094, H29 1.094
23 C -4.26023 -0.77209 1.43127  C22 1.519, O24 1.425, H30 1.095, H31 1.094
24 O -4.24437 -1.10460 0.04575  C23 1.425, C25 1.425
25 C -3.49128 -0.24640 -0.80684  O24 1.425, C26 1.519, H32 1.094, H33 1.094
26 C -2.01165 -0.20671 -0.46726  C25 1.519, H34 1.094, H35 1.094, H36 1.095
27 H -5.86053 0.67275 1.25118  C22 1.094
28 H -4.97851 0.74052 2.79658  C22 1.094
29 H -4.25439 1.39728 1.32309  C22 1.094
30 H -4.86363 -1.53965 1.92745  C23 1.095
31 H -3.25283 -0.84651 1.85262  C23 1.094
32 H -3.92297 0.75925 -0.81286  C25 1.094
33 H -3.60586 -0.63906 -1.82158  C25 1.094
34 H -1.83640 0.26886 0.50253  C26 1.094
35 H -1.46052 0.36064 -1.22324  C26 1.094
36 H -1.59862 -1.21900 -0.41421  C26 1.095
37 C -4.39863 -6.24420 1.57043  C38 1.519, H42 1.094, H43 1.094, H44 1.094
38 C -5.38609 -6.59380 0.47062  C37 1.519, O39 1.425, H45 1.095, H46 1.094
39 O -6.57546 -5.80992 0.50818  C38 1.425, C40 1.425
40 C -6.41761 -4.40408 0.33719  O39 1.425, C41 1.519, H47 1.094, H48 1.094
41 C -5.82229 -4.02351 -1.00705  C40 1.519, H49 1.094, H50 1.094, H51 1.095
42 H -4.88694 -6.26301 2.54965  C37 1.094
43 H -3.56508 -6.95317 1.57641  C37 1.094
44 H -3.98399 -5.24135 1.43130  C37 1.094
45 H -5.69739 -7.63592 0.59922  C38 1.095
46 H -4.91714 -6.52779 -0.51612  C38 1.094
47 H -5.83415 -3.98299 1.16180  C40 1.094
48 H -7.41844 -3.96836 0.41136  C40 1.094
49 H -4.78282 -4.35454 -1.09234  C41 1.094
50 H -5.84021 -2.93763 -1.13998  C41 1.094
51 H -6.38164 -4.48904 -1.82470  C41 1.095
52 C 2.43067 7.34187 -2.81030  C53 1.519, H57 1.094, H58 1.094, H59 1.094
53 C 3.69933 6.99103 -2.05248  C52 1.519, O54 1.425, H60 1.095, H61 1.094
54 O 3.59840 5.77814 -1.31140  C53 1.425, C55 1.425
55 C 3.35642 4.59122 -2.06187  O54 1.425, C56 1.519, H62 1.094, H63 1.094
56 C 4.45896 4.27147 -3.05605  C55 1.519, H64 1.094, H65 1.094, H66 1.095
57 H 1.56360 7.32487 -2.14280  C52 1.094
58 H 2.51433 8.33719 -3.25731  C52 1.094
59 H 2.23642 6.62822 -3.61650  C52 1.094
60 H 3.90137 7.78354 -1.32409  C53 1.095
61 H 4.56307 6.95671 -2.72381  C53 1.094
62 H 2.38141 4.64489 -2.55604  C55 1.094
63 H 3.29225 3.77391 -1.33738  C55 1.094
64 H 4.50020 5.01284 -3.85981  C56 1.094
65 H 4.29046 3.29142 -3.51239  C56 1.094
66 H 5.43648 4.26875 -2.56352  C56 1.095

**Highest occupied orbital energy**: -10.84 eV
**Charge**: +1
**DFT total energy**: -1831.8767 Ha

These are the natural (NBO) partial charges, in e, on atoms 1 to 6: C -0.65; C -0.53; S 0.23; C -0.69; S 0.30; B 1.06